Record 1
Below is a 2-piece molecular cluster, C7H5N2O4 overall in a non-equilibrium geometry, with properties calculated with ωB97M-V/def2-TZVPD.

```
! RIJCOSX wB97M-V def2-TZVPD def2/J DEFGRID3
* xyz -1 1
C -1.83967 -0.43961 -0.30551
C -1.38214 0.84114 -0.40309
C -0.69952 -1.26557 -0.13260
C 0.01010 0.82060 -0.19534
C 0.95768 1.84945 -0.38284
C 3.85314 0.18572 0.50425
C 3.73624 -1.23161 -0.13968
N 0.45062 -0.46603 -0.05310
N 4.59404 1.09997 0.55870
O 2.63811 -1.76567 -0.31047
O 4.88824 -1.59658 -0.38836
O 0.78352 2.99717 -0.77054
O 5.11459 2.14321 0.83444
H -2.84729 -0.94924 -0.63443
H -1.98229 1.66394 -0.79390
H -0.60683 -2.28140 0.22895
H 1.98498 1.58011 -0.13977
H 1.43742 -0.72848 -0.24793
*
```

* energy relative to the best compared isomer or geometry (same formula, charge and spin): 0.156 eV
* E_HOMO: -5.49 eV
* Kohn-Sham gap: 9.0 eV
* calculated total energy: -18508.8659 eV
* E_LUMO: 3.494 eV

natural (NBO) population analysis, charges in e, atoms 1 to 2:
1 C -0.316
2 C -0.254

***

Record 2
Below is an isolated ion of composition C7H5N4O2 and charge +1 in a non-equilibrium geometry, with properties calculated with ωB97M-V/def2-TZVPD.

```
! RIJCOSX wB97M-V def2-TZVPD def2/J DEFGRID3
* xyz 1 1
C -0.45879 1.10661 0.10652
C -1.40600 0.07912 -0.02069
C 0.62085 -0.84511 0.04899
C 3.07915 0.20759 -0.00697
C 2.00958 1.06543 0.04635
C 2.83785 -1.17507 -0.01385
C -4.65313 0.16968 0.05755
N 1.61952 -1.68489 0.03015
N -2.57630 0.39543 -0.46725
N 0.76881 0.53271 0.06726
N -0.70015 -1.11936 0.01722
O -5.48084 0.92005 0.22201
O -3.76408 -0.60562 -0.11746
H -0.62987 2.16272 0.09399
H 4.08449 0.59079 -0.04698
H 2.08974 2.14141 0.06732
H 3.64334 -1.88996 -0.06196
H -1.08417 -2.05151 -0.02221
*
```

* energy relative to the best compared isomer or geometry (same formula, charge and spin): 0.000 eV
* E_HOMO: -12.03 eV
* Kohn-Sham gap: 7.5 eV
* calculated total energy: -17385.0647 eV
* E_LUMO: -4.571 eV

natural (NBO) population analysis, charges in e, atoms 1 to 2:
1 C -0.125
2 C 0.261

***

Record 3
Below is a single C7H5NO2 molecule in a non-equilibrium geometry, with properties calculated with ωB97M-V/def2-TZVPD.

```
! RIJCOSX wB97M-V def2-TZVPD def2/J DEFGRID3
* xyz 0 1
C -2.08208 0.39633 -0.10617
C -0.11839 -0.88818 -0.04545
C 1.17088 -1.35481 -0.07236
C 2.10701 -0.26866 0.03415
C 1.65504 1.04864 0.16932
C 0.35310 1.46123 -0.01287
C -0.58235 0.45060 -0.14175
H -3.28297 -1.15520 -0.06545
H 1.46824 -2.39071 -0.39504
H 3.19264 -0.33237 -0.11537
H 2.35512 1.88783 0.38422
H 0.09141 2.49312 0.06872
N -2.36788 -0.94727 0.18701
O -2.73530 1.35932 -0.01227
O -1.22447 -1.75988 0.12331
*
```

* SMILES: O=c1[nH]oc2ccccc12
* energy relative to the best compared isomer or geometry (same formula, charge and spin): 1.600 eV
* E_HOMO: -9.00 eV
* Kohn-Sham gap: 9.4 eV
* calculated total energy: -12922.6888 eV
* E_LUMO: 0.392 eV

natural (NBO) population analysis, charges in e, atoms 1 to 2:
1 C 0.629
2 C 0.309

***

Record 4
Below is an isolated ion of composition C7H5NO2P and charge -1 in a non-equilibrium geometry, with properties calculated with ωB97M-V/def2-TZVPD.

```
! RIJCOSX wB97M-V def2-TZVPD def2/J DEFGRID3
* xyz -1 1
C 0.33561 0.83412 0.71862
C -0.21424 -0.13663 1.57454
C 0.39460 0.60936 -0.67348
C -0.81002 -1.28025 1.04302
C -0.02346 -0.61260 -1.15443
C -0.63935 -1.57455 -0.29697
C 0.09644 -1.08551 -2.54377
N 0.94813 -2.23654 -2.92761
O 0.31605 -2.54115 -4.22452
O -1.15861 -2.63940 -0.82112
P -0.67079 -2.79596 -2.72945
H 0.86692 1.79671 1.12713
H -0.18777 0.17734 2.59751
H 0.81664 1.28304 -1.49780
H -1.21370 -1.91529 1.74687
H -0.10683 -0.41092 -3.36717
*
```

* E_HOMO: -3.95 eV
* Kohn-Sham gap: 7.7 eV
* calculated total energy: -22212.4215 eV
* E_LUMO: 3.781 eV

natural (NBO) population analysis, charges in e, atoms 1 to 2:
1 C -0.291
2 C -0.215

***

Record 5
Below is C7H5NO2S as an isolated structure in a non-equilibrium geometry, with properties calculated with ωB97M-V/def2-TZVPD.

```
! RIJCOSX wB97M-V def2-TZVPD def2/J DEFGRID3
* xyz 0 1
N -1.83020 0.38708 0.27127
O -1.16335 0.46968 -2.28132
O -0.40264 -0.37212 1.91685
S -2.98384 -0.54598 2.50262
C -1.70271 -0.07448 1.46870
C 2.22319 0.08121 -0.84700
C 1.26348 0.37181 -1.80160
C 1.72341 -0.14507 0.45939
C -0.51987 0.31829 -0.15533
C -0.13527 0.37525 -1.45633
C 0.41121 0.00667 0.86859
H -1.88643 0.44308 -1.63534
H -2.06728 -1.06805 3.47787
H 3.27237 -0.16726 -1.08253
H 1.32116 0.45340 -2.88080
H 2.47677 -0.53350 1.17495
*
```

* energy relative to the best compared isomer or geometry (same formula, charge and spin): 0.324 eV
* E_HOMO: -8.22 eV
* Kohn-Sham gap: 8.7 eV
* calculated total energy: -23758.9938 eV
* E_LUMO: 0.438 eV

natural (NBO) population analysis, charges in e, atoms 1 to 2:
1 N -0.509
2 O -0.649

***

Record 6
Below is a single C7H5NOS molecule in a non-equilibrium geometry, with properties calculated with ωB97M-V/def2-TZVPD.

```
! RIJCOSX wB97M-V def2-TZVPD def2/J DEFGRID3
* xyz 0 1
C -0.20850 -1.80476 -0.03573
C 1.14434 -1.65857 0.12598
C -0.94276 -0.61732 0.08460
C 1.87721 -0.42382 0.07735
C -2.27430 -0.52792 -0.03689
C 1.43678 0.84953 -0.05298
C -3.46051 -0.13043 0.04444
N 1.59071 1.96910 -0.48307
O -4.56547 0.27595 0.00399
S 1.11453 3.45356 0.21649
H -0.67162 -2.74699 0.07777
H 1.73387 -2.59046 0.11039
H -0.25517 0.21931 0.31965
H 2.97771 -0.33296 0.44356
H 0.50315 4.06577 -0.89556
*
```

* SMILES: O=C=C=C/C=C\C=C=NS
* energy relative to the best compared isomer or geometry (same formula, charge and spin): 6.397 eV
* E_HOMO: -8.29 eV
* Kohn-Sham gap: 7.0 eV
* calculated total energy: -21707.2916 eV
* E_LUMO: -1.247 eV

natural (NBO) population analysis, charges in e, atoms 1 to 2:
1 C -0.267
2 C -0.117